Here is one molecule with the formula C6H12O from the OMol25 dataset. Energies are from wB97M-V/def2-TZVPD.

For the energy above the lowest of the compared OMol25 structures with the same formula, charge and spin, the calculation gives 82.4 kcal per mole. The lowest unoccupied orbital energy comes out at 0.05 eV. Its multiplicity is 1. The value obtained for the energy is -310.92796 Ha.

Element x y z (Å)
1 C 2.70029 0.29674 0.46039
2 C 1.40198 -0.22635 -0.14195
3 C 0.38136 0.88567 -0.41468
4 C -0.99143 0.26716 -0.74558
5 C -1.68752 -0.16788 0.47517
6 C -2.72058 -1.19085 0.25185
7 O 0.23285 1.75470 0.68231
8 H 3.41155 -0.51700 0.63691
9 H 2.49601 0.79519 1.41164
10 H 3.17823 1.02957 -0.19994
11 H 0.94703 -0.95458 0.54743
12 H 1.59896 -0.76280 -1.08130
13 H 0.73358 1.49869 -1.25471
14 H -0.96607 -0.44878 -1.58596
15 H -1.67587 1.08527 -1.05436
16 H -3.14311 -1.28047 -0.76149
17 H -3.50581 -1.19980 1.01374
18 H -2.12212 -2.10555 0.43178
19 H -0.39678 1.29140 1.26924

Atom charges from the Löwdin analysis, given in e for atoms 1 to 5: -0.106 -0.222 -0.435 -0.211 0.003

Here is C24H50LiN8Si2 as an isolated structure from the OMol25 dataset. Energies are from wB97M-V/def2-TZVPD.

Its total charge is -1. The lowest unoccupied orbital energy comes out at 2.61 eV. Its multiplicity is 1. The value obtained for the energy is -1969.20348 Ha.

Element x y z (Å)
1 Li -0.44091 0.52644 -0.65368
2 C -4.31657 0.50693 0.38818
3 N -3.53286 -0.48627 1.08786
4 C -3.09581 0.00272 2.38078
5 C -4.13450 -1.79801 1.12273
6 C -4.19875 -2.40635 -0.29215
7 N -2.95668 -2.16379 -0.99200
8 C -1.95223 -3.18067 -0.78476
9 C -3.08687 -1.78976 -2.38378
10 H -5.23444 0.78534 0.93791
11 H -4.60537 0.14245 -0.59716
12 H -3.71794 1.40355 0.24647
13 H -3.91362 0.45471 2.96931
14 H -2.32085 0.75984 2.24319
15 H -2.67610 -0.81933 2.96128
16 H -5.14470 -1.80001 1.57232
17 H -3.49577 -2.43086 1.74484
18 H -5.01613 -1.94556 -0.84804
19 H -4.43375 -3.47925 -0.21202
20 H -2.12788 -4.07971 -1.40213
21 H -1.94299 -3.48464 0.26284
22 H -0.96570 -2.78211 -1.03185
23 H -3.24853 -2.65471 -3.05173
24 H -2.18339 -1.27605 -2.70541
25 H -3.92472 -1.10254 -2.50629
26 C 0.02119 -1.87864 -3.94390
27 Si 1.27103 -0.55537 -3.43406
28 C 1.46849 0.40791 -5.06846
29 C 2.86420 -1.56789 -3.15590
30 N 0.81548 0.39513 -2.11011
31 C 1.68693 1.39706 -1.67050
32 C 2.93785 1.63234 -2.27734
33 C 3.89629 2.51907 -1.79041
34 C 3.62883 3.21758 -0.63031
35 C 2.37881 3.06528 -0.03643
36 C 1.35694 2.24157 -0.54368
37 N 0.08377 2.23095 0.02111
38 Si -0.47066 3.43577 1.06386
39 C 0.16418 5.20748 0.77977
40 C -2.35414 3.61844 0.91803
41 C -0.18786 3.12836 2.91997
42 H 0.47392 -2.45707 -4.75639
43 H -0.89784 -1.43621 -4.33488
44 H -0.24299 -2.58136 -3.14967
45 H 2.24859 0.00039 -5.71872
46 H 1.71221 1.45548 -4.87379
47 H 0.52683 0.38880 -5.62565
48 H 3.43615 -1.70017 -4.07955
49 H 2.63897 -2.56247 -2.75751
50 H 3.51615 -1.06657 -2.43611
51 H 3.18026 1.07930 -3.17724
52 H 4.84101 2.63005 -2.31044
53 H 4.36779 3.87354 -0.18424
54 H 2.17117 3.61691 0.87436
55 H 0.44842 5.33662 -0.26930
56 H 1.04544 5.43734 1.38396
57 H -0.60261 5.94971 1.01694
58 H -2.67148 3.52679 -0.12454
59 H -2.67209 4.59900 1.28350
60 H -2.88679 2.86922 1.50850
61 H 0.87592 3.01139 3.14998
62 H -0.70048 2.21904 3.25149
63 H -0.57294 3.95893 3.52137
64 C 0.33603 -1.97915 2.11749
65 N 1.35048 -2.56992 3.00174
66 C 2.40525 -3.13944 2.15224
67 N 3.01604 -2.14763 1.26913
68 C 1.96000 -1.57576 0.42292
69 N 0.89372 -0.96599 1.22646
70 C 1.49382 0.09300 2.05166
71 N 2.53610 -0.44081 2.93958
72 C 1.94370 -1.47529 3.78278
73 C 3.56230 -1.06881 2.10107
74 H -0.43660 -1.51850 2.73755
75 H -0.11545 -2.77513 1.52081
76 H 1.97007 -3.93440 1.54151
77 H 3.17685 -3.57266 2.79363
78 H 1.53420 -2.36643 -0.20026
79 H 2.38497 -0.81416 -0.23293
80 H 0.71320 0.56140 2.65029
81 H 1.92603 0.85150 1.39909
82 H 1.16291 -1.02587 4.40094
83 H 2.71583 -1.88979 4.43608
84 H 4.34068 -1.48234 2.74752
85 H 3.99997 -0.30988 1.45028

Atom charges from the Löwdin analysis, given in e for atoms 1 to 5: 0.540 -0.084 -0.268 -0.096 -0.203

Here is C18H44O21P3V as an isolated structure at a distorted geometry from the OMol25 dataset. Energies are from wB97M-V/def2-TZVPD.

Its total charge is -1. The lowest unoccupied orbital energy (alpha / beta) comes out at 2.57 / 2.57 eV. Its multiplicity is 2. The value obtained for the energy is -4260.74138 Ha.

Element x y z (Å)
1 O -0.40180 -0.61409 -0.17348
2 V -0.48515 0.18214 -1.58048
3 O -0.92195 1.70364 -1.32211
4 O 0.11761 -1.42774 -5.27427
5 C -0.20071 -0.99878 -4.05790
6 O -0.51783 0.15430 -3.90846
7 O -0.09374 -1.65351 -3.04596
8 H -0.10866 -0.65851 -5.80219
9 C -4.67893 -1.46316 0.71820
10 O -4.40060 -2.25052 -0.46391
11 P -3.86737 -1.49843 -1.82570
12 O -2.66600 -0.63013 -1.68977
13 O -3.69760 -2.67456 -2.87509
14 C -2.66966 -3.70781 -2.89838
15 O -5.20366 -0.69661 -2.30576
16 C -6.38826 -1.42004 -2.40833
17 H -5.70962 -1.55811 1.05989
18 H -4.49380 -0.40221 0.55021
19 H -3.95991 -1.72944 1.49293
20 H -2.35014 -3.90698 -3.92128
21 H -3.05978 -4.64290 -2.49649
22 H -1.76362 -3.38768 -2.38388
23 H -6.35081 -2.46980 -2.11727
24 H -6.67796 -1.32287 -3.45462
25 H -7.14730 -0.98399 -1.75885
26 C 4.57279 5.54847 -0.60800
27 O 3.93952 6.14758 0.53457
28 P 2.93885 5.30991 1.47099
29 O 3.54901 4.05969 2.09179
30 O 1.56082 5.07294 0.53166
31 C 0.68940 4.03707 0.84756
32 O 2.47179 6.36452 2.63669
33 C 2.03277 7.65422 2.33317
34 H 4.05186 4.61587 -0.82475
35 H 5.63218 5.36367 -0.43016
36 H 4.53333 6.17082 -1.50200
37 H 0.52059 3.28941 0.07256
38 H -0.27242 4.52573 1.00315
39 H 0.85400 3.62064 1.84134
40 H 2.54446 8.28413 3.06082
41 H 0.94610 7.69706 2.40680
42 H 2.16220 7.83128 1.26546
43 C 5.32990 1.53105 -0.80041
44 O 3.96889 1.69945 -1.08868
45 P 3.09500 0.35642 -1.36350
46 O 1.64205 0.62287 -1.70007
47 O 3.27664 -0.57749 -0.03049
48 C 2.46509 -1.74177 0.01207
49 O 4.05396 -0.33834 -2.48538
50 C 3.44453 -0.47913 -3.79375
51 H 5.61244 0.57292 -0.36421
52 H 5.69960 2.29577 -0.11732
53 H 5.90037 1.55455 -1.72892
54 H 1.73460 -1.70892 0.82041
55 H 3.14710 -2.58405 0.12837
56 H 1.85716 -1.98733 -0.85869
57 H 3.44841 -1.51711 -4.12645
58 H 4.04902 0.07045 -4.51531
59 H 2.41781 -0.12182 -3.87290
60 O -2.78776 0.44618 2.58162
61 C -2.15571 1.37389 2.13352
62 O -0.85869 1.52640 2.14699
63 C 0.00101 0.65600 2.87398
64 C 1.39454 0.78966 2.27291
65 C -2.88194 2.50411 1.45311
66 H -0.39997 -0.35123 2.76083
67 H 0.01358 0.80561 3.95359
68 H 1.38871 0.57949 1.20338
69 H 2.14822 0.25033 2.84666
70 H 1.72930 1.82597 2.31874
71 H -3.88737 2.58293 1.86663
72 H -2.85431 2.33549 0.37659
73 H -2.41804 3.46505 1.67554
74 O 0.68362 -4.28498 2.02988
75 C -0.51026 -4.42922 1.57773
76 O -1.50381 -4.94037 2.32372
77 C -1.25856 -5.59293 3.54508
78 C -1.30840 -7.11593 3.21160
79 C -0.98960 -3.78270 0.29355
80 H -2.03707 -5.40175 4.28364
81 H -0.33076 -5.30112 4.03714
82 H -0.65724 -7.30465 2.35809
83 H -2.36451 -7.29034 3.00588
84 H -0.88590 -7.69660 4.03161
85 H -1.47841 -2.82464 0.47037
86 H -1.82029 -4.33063 -0.15121
87 H -0.14296 -3.67697 -0.38478

Atom charges from the Löwdin analysis, given in e for atoms 1 to 5: -0.488 0.719 -0.491 0.112 -0.934

Here is a 2-piece molecular cluster, C3H10N2O3 overall at a distorted geometry from the OMol25 dataset. Energies are from wB97M-V/def2-TZVPD.

For the energy above the lowest of the compared OMol25 structures with the same formula, charge and spin, the calculation gives 18.5 kcal per mole. The lowest unoccupied orbital energy comes out at 0.78 eV. As for the SMILES: NC(=O)CNCO.O. Its multiplicity is 1. The value obtained for the energy is -455.54206 Ha.

Element x y z (Å)
1 O 0.11622 1.52728 0.16261
2 C 1.17385 0.98875 0.38444
3 N 2.35932 1.65521 0.22521
4 C 1.30370 -0.52638 0.63021
5 N 0.40657 -1.29528 -0.17293
6 C -0.86402 -1.66963 0.44626
7 O -1.90381 -0.71967 0.32103
8 H 2.37208 2.65755 0.26171
9 H 3.23346 1.17035 0.28621
10 H 1.15702 -0.67805 1.70062
11 H 2.32856 -0.82097 0.40401
12 H 0.26850 -0.84383 -1.06588
13 H -0.73041 -1.77656 1.52014
14 H -1.15995 -2.57252 -0.09234
15 H -2.15431 -0.58886 -0.60411
16 H -3.29566 1.29748 -1.10084
17 H -1.87439 1.26535 -1.50691
18 O -2.73675 0.92977 -1.79943

Atom charges from the Löwdin analysis, given in e for atoms 1 to 5: 0.056 -0.517 0.156 -0.164 -0.041

Here is C4H10N2Si as an isolated structure at a distorted geometry from the OMol25 dataset. Energies are from wB97M-V/def2-TZVPD.

For the energy above the lowest of the compared OMol25 structures with the same formula, charge and spin, the calculation gives 69.0 kcal per mole. The lowest unoccupied orbital energy comes out at 0.93 eV. Its multiplicity is 1. The value obtained for the energy is -557.30181 Ha.

Element x y z (Å)
1 C 0.40453 -1.26120 -0.81607
2 C 1.34309 -0.82122 0.04552
3 C -1.89842 -1.04937 -1.71727
4 C 1.57922 0.88212 2.32822
5 N -0.73662 -0.59132 -0.93657
6 N 0.78714 0.28728 0.70165
7 Si -0.65098 0.90190 0.05628
8 H 0.60508 -2.05779 -1.53043
9 H 2.30629 -1.08237 0.43414
10 H -1.49992 -1.38126 -2.60375
11 H -2.30407 -1.95118 -1.17175
12 H -2.55660 -0.27761 -1.98226
13 H 2.23810 1.76701 2.14525
14 H 0.70715 1.14084 2.78133
15 H 2.37139 0.05830 2.57375
16 H -0.52443 2.19417 -0.68906
17 H -1.43377 1.32023 1.27638

Atom charges from the Löwdin analysis, given in e for atoms 1 to 5: -0.265 -0.201 -0.081 0.074 -0.251

Here is one molecule with the formula C23H45N2O7PS from the OMol25 dataset. Energies are from wB97M-V/def2-TZVPD.

The lowest unoccupied orbital energy comes out at 0.24 eV. Its multiplicity is 1. The value obtained for the energy is -2279.13170 Ha.

Element x y z (Å)
1 C 3.01924 -3.84856 1.65625
2 C 2.05153 -3.74594 0.46754
3 C 0.80773 -2.87678 0.73235
4 C 0.43612 -1.92549 -0.42356
5 C -0.31552 -0.64860 0.03886
6 C -1.77377 -0.64603 -0.53199
7 C -2.05574 -0.54458 -2.07161
8 C -1.21766 -1.35716 -3.05052
9 C -0.18775 -0.67804 -3.91776
10 N -1.41588 -2.58363 -3.25765
11 C -2.73129 0.25189 0.32796
12 C -3.98275 0.70302 -0.44271
13 C -5.02954 1.52536 0.30891
14 C -5.98424 2.20578 -0.66745
15 P -3.25834 -0.77450 1.83109
16 N -2.20587 -1.70841 2.44779
17 O -4.59379 -1.48190 1.25264
18 O -3.83254 0.32524 2.82880
19 O -2.12285 1.50181 0.73569
20 S -1.09198 1.50976 2.04205
21 O -1.17175 2.86158 2.52967
22 O 0.30107 1.42016 1.27169
23 C 0.52954 0.68983 0.01747
24 C 0.28563 1.66239 -1.14421
25 C 0.77090 3.10914 -0.91426
26 C -0.34424 4.12209 -0.59469
27 C 0.06801 5.23018 0.38758
28 C 2.04238 0.44815 0.05211
29 C 2.61297 -0.23018 1.28317
30 O 4.03547 -0.02383 1.36526
31 C 4.78253 -0.68485 0.47134
32 O 4.32044 -1.46323 -0.31268
33 C 6.24541 -0.37709 0.61576
34 C 6.96544 -1.53046 1.32827
35 H 4.05637 -3.89384 1.31975
36 H 2.83786 -4.74804 2.24792
37 H 2.92799 -2.99298 2.33031
38 H 2.58342 -3.36594 -0.40750
39 H 1.72634 -4.75568 0.20437
40 H -0.05860 -3.52537 0.89601
41 H 0.92450 -2.32557 1.67022
42 H -0.22353 -2.48641 -1.07786
43 H 1.31113 -1.70219 -1.03726
44 H -0.48375 -0.83703 1.10348
45 H -2.13929 -1.65498 -0.29367
46 H -2.13366 0.48485 -2.41086
47 H -3.05378 -0.97071 -2.20479
48 H 0.81845 -0.97812 -3.61263
49 H -0.33751 -1.01593 -4.94306
50 H -0.25563 0.40472 -3.89591
51 H -2.15338 -2.94702 -2.65063
52 H -3.61298 1.33670 -1.25505
53 H -4.46202 -0.16681 -0.89187
54 H -5.60601 0.88903 0.98190
55 H -4.51673 2.29901 0.89284
56 H -5.50959 3.05850 -1.15766
57 H -6.88562 2.55525 -0.16324
58 H -6.30514 1.50950 -1.44771
59 H -2.37171 -2.70476 2.47263
60 H -4.59209 -2.42810 1.46259
61 H -3.92196 1.22112 2.47188
62 H -0.76461 1.69409 -1.40774
63 H 0.83381 1.23884 -1.98327
64 H 1.52648 3.14665 -0.12786
65 H 1.27720 3.42828 -1.83027
66 H -0.65621 4.58355 -1.53711
67 H -1.22091 3.60063 -0.21361
68 H -0.67767 5.36188 1.17137
69 H 0.19411 6.19189 -0.11391
70 H 1.01166 4.99595 0.88491
71 H 2.51756 1.42954 -0.01954
72 H 2.33308 -0.10612 -0.83799
73 H 2.21926 0.22005 2.19245
74 H 2.42628 -1.30166 1.28713
75 H 6.63231 -0.27580 -0.39938
76 H 6.38036 0.56095 1.15157
77 H 7.09262 -2.37230 0.64820
78 H 7.95030 -1.21447 1.67136
79 H 6.40237 -1.87827 2.19630

Atom charges from the Löwdin analysis, given in e for atoms 1 to 5: -0.101 -0.238 -0.200 -0.133 -0.163